# 1
Below is C28H39AuCl2F5N2O3Si as an isolated structure in a non-equilibrium geometry, with properties calculated with ωB97M-V/def2-TZVPD.

Last column: Löwdin charge in e.
Cartesian coordinates (Å):
1 Au -0.86200 0.09940 0.26600  1.307
2 C 0.60000 -0.12720 -3.06790  -0.063
3 C 1.77740 -1.10050 -3.01040  -0.367
4 C 1.42220 -2.34500 -2.19720  -0.065
5 C 3.00020 -0.38550 -2.49960  -0.144
6 C 4.07430 -0.23880 -3.36480  -0.054
7 C 5.21340 0.45440 -2.99820  -0.097
8 C 5.26670 1.04640 -1.74810  -0.058
9 C 4.24260 0.89610 -0.82900  -0.137
10 C 4.28820 1.67970 0.46720  -0.372
11 C 3.64270 3.04640 0.20760  -0.046
12 C 5.69500 1.83560 1.04970  -0.078
13 C 3.09300 0.14060 -1.19010  -0.175
14 N 2.07780 -0.04580 -0.29090  0.089
15 C 2.30850 -0.53010 0.87800  -0.133
16 C 1.48150 -0.48030 2.01410  -0.323
17 C 1.92000 -0.88590 3.30790  -0.041
18 C 0.93060 -0.52780 4.17760  -0.048
19 C -0.11610 0.04980 3.39320  -0.261
20 N 0.24490 0.08630 2.11460  0.023
21 C -1.38660 0.59410 3.97770  -0.533
22 C -2.49210 0.75640 2.93900  -0.060
23 C -1.89850 -0.33920 5.08900  -0.047
24 C -1.05110 1.97700 4.57110  -0.034
25 H -0.27090 -0.61420 -3.49790  0.070
26 H 0.84880 0.74420 -3.67230  0.086
27 H 0.34440 0.21030 -2.06510  0.031
28 H 2.00380 -1.42490 -4.03630  0.124
29 H 1.04230 -2.07320 -1.21700  0.032
30 H 2.29550 -2.98770 -2.08400  0.083
31 H 0.64070 -2.90260 -2.70820  0.079
32 H 4.00770 -0.68080 -4.34920  0.102
33 H 6.04200 0.55740 -3.68450  0.091
34 H 6.13650 1.62720 -1.48520  0.098
35 H 3.68090 1.17780 1.22450  0.108
36 H 4.16810 3.57260 -0.58800  0.081
37 H 3.65500 3.65720 1.10840  0.078
38 H 2.60600 2.90970 -0.09310  0.073
39 H 6.30750 2.51610 0.46220  0.065
40 H 6.20600 0.87550 1.10540  0.079
41 H 5.62400 2.24520 2.05520  0.074
42 H 3.27190 -1.02960 1.06480  0.144
43 H 2.86890 -1.34290 3.52480  0.098
44 H 0.93160 -0.64140 5.24570  0.093
45 H -2.70720 -0.19650 2.45750  0.066
46 H -2.19970 1.47390 2.17990  0.049
47 H -3.40190 1.12110 3.41620  0.092
48 H -2.06110 -1.34170 4.69750  0.072
49 H -2.84310 0.03970 5.47720  0.079
50 H -1.19500 -0.39970 5.91530  0.070
51 H -0.67090 2.62290 3.78280  0.061
52 H -0.29270 1.88920 5.34730  0.082
53 H -1.94550 2.42600 5.00020  0.080
54 Cl -0.74560 4.93910 -1.35550  0.592
55 C -0.96960 4.63090 0.35920  -1.020
56 Cl -2.66620 4.85710 0.80650  0.583
57 C -0.55110 3.15750 0.74980  -0.786
58 O 0.11390 3.06410 1.76180  0.037
59 O -0.98740 2.29390 -0.04300  -0.126
60 H -0.38450 5.35940 0.92440  0.061
61 F -2.30200 -1.36440 -2.00180  0.039
62 C -2.43140 -0.20310 -1.26520  -0.370
63 F -2.55390 0.78090 -2.22040  0.052
64 C -3.79260 -0.30180 -0.57700  -0.592
65 F -4.10550 0.80820 0.10260  0.142
66 F -3.83250 -1.31310 0.30830  0.125
67 F -4.84100 -0.52000 -1.40660  0.140
68 C 0.82880 -4.44790 0.90860  -0.154
69 Si -0.83350 -3.48080 0.89040  0.267
70 C -1.98160 -4.49170 -0.28490  -0.168
71 C -1.62940 -3.66470 2.62220  -0.166
72 O -0.53860 -2.03250 0.39140  -0.385
73 H 0.74050 -5.43580 1.34990  0.017
74 H 1.55740 -3.88100 1.47860  0.012
75 H 1.20460 -4.55510 -0.10280  0.008
76 H -2.16620 -5.48750 0.10460  0.015
77 H -1.52750 -4.57160 -1.26550  0.012
78 H -2.92570 -3.97160 -0.38950  0.005
79 H -1.74770 -4.70610 2.90990  0.019
80 H -2.61140 -3.20160 2.63780  0.013
81 H -1.01430 -3.17880 3.37490  0.008

Cartesian forces, eV/Å:
-0.74 -1.09 0.37
0.03 -0.14 -0.16
-0.20 -0.02 0.12
0.05 0.13 -0.12
0.24 0.01 0.19
0.07 0.09 0.07
-0.01 0.11 0.03
0.14 -0.18 -0.21
-0.44 -0.22 0.03
-0.01 0.13 0.09
-0.04 -0.19 0.17
-0.24 -0.08 -0.03
1.22 -0.18 -0.78
-1.40 0.32 1.09
0.62 -0.18 -0.93
0.75 -0.64 1.24
0.18 0.31 -1.63
-1.28 0.49 -0.18
0.12 -0.46 1.26
0.10 -0.12 -1.49
-0.19 0.29 0.25
0.22 -0.10 0.10
0.09 0.15 -0.25
-0.14 -0.16 -0.13
-0.16 -0.03 -0.06
-0.02 0.09 -0.02
0.04 0.08 -0.05
-0.01 0.10 0.13
0.04 -0.08 0.02
0.04 -0.09 0.04
-0.13 -0.15 -0.07
-0.01 -0.05 -0.12
0.05 0.01 -0.07
0.13 0.09 0.07
0.16 0.16 -0.12
0.08 0.06 -0.08
-0.01 0.10 0.10
-0.11 0.04 -0.05
0.09 0.08 -0.09
0.06 -0.07 0.01
0.02 0.06 0.11
0.00 0.12 0.03
0.16 -0.05 0.00
-0.09 -0.02 0.14
-0.13 -0.12 -0.03
-0.04 0.20 -0.14
-0.06 0.01 -0.01
-0.03 -0.11 0.00
-0.10 0.05 0.06
0.08 -0.03 0.08
0.02 0.06 0.06
0.05 -0.02 0.07
-0.14 0.09 0.11
0.13 0.15 -0.35
0.22 -0.59 0.14
-0.29 0.05 0.16
0.80 1.86 1.25
0.02 -0.14 -0.04
-0.95 -3.09 -1.13
-0.08 -0.37 -0.12
0.19 0.66 0.94
1.00 -0.01 -1.06
0.32 -0.31 1.03
-1.61 -0.21 0.92
0.49 0.24 -0.15
0.50 -0.07 -0.13
0.80 0.08 -0.31
-0.64 0.67 0.05
-0.66 -3.28 0.80
0.59 0.81 0.56
0.41 0.39 -0.59
-0.15 4.48 -1.04
-0.15 -0.19 0.10
0.23 0.12 0.15
0.09 -0.01 -0.26
-0.01 -0.21 0.12
0.09 -0.04 -0.28
-0.35 0.07 -0.09
0.02 -0.22 -0.09
-0.25 0.14 0.02
0.12 0.14 0.17

Calculated values
E_HOMO ... -0.17271 Ha
LUMO energy ... 0.436 eV
Total charge ... -1
2S+1 ... 1
DFT total energy ... -3270.6030 Ha


# 2
Below is an isolated ion of composition C3H9BrN3S and charge +1 in a non-equilibrium geometry, with properties calculated with ωB97M-V/def2-TZVPD.

Last column: Löwdin charge in e.
Cartesian coordinates (Å):
1 C -2.09928 0.58605 -0.37700  0.018
2 N -0.63428 0.61200 -0.28081  -0.163
3 N -0.34577 -0.35265 0.66368  -0.016
4 C 1.04310 -0.45324 0.88914  -0.528
5 N 1.55401 -1.25532 1.83831  0.108
6 S 1.67304 -0.95196 -0.97760  0.852
7 C 0.57379 0.24880 -1.58932  -0.808
8 Br 1.39606 2.13210 -1.77099  0.610
9 H -2.22975 -0.26422 -1.09433  0.127
10 H -2.60227 0.47985 0.54384  0.099
11 H -2.46772 1.45905 -0.91328  0.115
12 H -0.46090 1.52497 -0.00041  0.086
13 H -0.76617 -1.24702 0.48770  0.154
14 H 1.58117 0.50215 0.79184  0.112
15 H 1.40965 -2.20892 1.95042  0.092
16 H 2.41400 -1.05727 2.29655  0.116
17 H -0.03868 0.24562 -2.45772  0.025

Cartesian forces, eV/Å:
-0.36 -1.04 -4.36
0.04 -3.13 -0.43
1.32 0.85 2.33
1.34 0.95 -1.45
0.19 0.59 1.04
-1.35 0.15 -1.05
0.59 2.39 0.91
-0.49 -1.09 0.24
-0.85 0.44 0.90
-0.12 -0.26 1.11
0.22 0.14 0.11
1.63 2.03 1.19
-0.58 -0.21 -0.39
-0.72 -0.07 0.95
-1.11 -1.86 -0.39
0.52 0.95 -0.03
-0.27 -0.82 -0.68

Calculated values
E_HOMO ... -0.49082 Ha
LUMO energy ... -3.675 eV
Structure (SMILES) ... C[N@H+]1N[C@@H](N)S[C@@H]1Br
Total charge ... +1
2S+1 ... 1
DFT total energy ... -3255.8259 Ha


# 3
Below is C35H52AsP3SYb as an isolated structure in a non-equilibrium geometry, with properties calculated with ωB97M-V/def2-TZVPD.

Last column: Mulliken spin population.
Cartesian coordinates (Å):
1 Yb -0.52225 0.30029 -1.46455  -0.024
2 P 2.14280 1.47793 0.47429  0.037
3 P -1.59370 2.61840 -0.14993  -0.002
4 P 1.01628 2.20835 -2.98952  0.016
5 H 0.72431 -4.36199 -0.02583  0.000
6 C 1.31290 -4.37299 -0.95371  0.000
7 C 2.48011 -3.71873 -1.02878  0.000
8 H 2.82260 -3.08242 -0.21034  0.000
9 C 2.81258 1.11432 2.14997  -0.001
10 C 2.13080 3.31679 0.59060  0.022
11 C 3.75272 1.23395 -0.40903  0.018
12 C -3.06078 2.02147 -1.09936  0.002
13 C -2.39159 3.00546 1.45311  -0.001
14 C -1.38910 4.30062 -0.84638  0.002
15 C 2.30819 1.25143 -3.90144  0.000
16 C 1.91845 3.80339 -2.98434  0.000
17 C -0.12786 2.61377 -4.36665  0.001
18 H 0.83252 -4.80210 -1.83256  0.000
19 H 3.15313 -3.82164 -1.87633  0.000
20 H 2.97843 0.03456 2.25850  0.001
21 H 2.11852 1.43032 2.93741  0.003
22 H 3.77273 1.63729 2.28471  0.003
23 H 1.27915 3.62673 1.21015  0.001
24 H 2.02291 3.77906 -0.40005  -0.003
25 H 3.06113 3.66907 1.05802  0.002
26 H 3.83477 0.16838 -0.66566  0.001
27 H 4.58500 1.50607 0.25734  0.002
28 H 3.80382 1.82922 -1.33042  -0.002
29 H -3.85610 2.76861 -0.98284  0.000
30 H -3.44755 1.06736 -0.70172  0.002
31 H -2.83153 1.91072 -2.17588  -0.001
32 H -3.35818 3.50466 1.28426  0.000
33 H -1.74299 3.66518 2.05030  0.001
34 H -2.54737 2.08232 2.03168  0.002
35 H -2.30055 4.88379 -0.66009  0.000
36 H -1.18724 4.26437 -1.92760  0.000
37 H -0.53943 4.79140 -0.35031  0.000
38 H 2.25947 1.49140 -4.97554  0.000
39 H 2.15157 0.17023 -3.75949  0.000
40 H 3.29555 1.53796 -3.50601  0.000
41 H 2.08787 4.01732 -4.05430  0.000
42 H 2.87713 3.70525 -2.45007  0.000
43 H 1.27916 4.58539 -2.53855  0.000
44 H 0.42970 2.84591 -5.28735  0.000
45 H -0.76541 3.47389 -4.11781  0.000
46 H -0.77143 1.71527 -4.50561  0.000
47 C -0.46066 -2.01393 -5.01025  0.000
48 C -1.44144 -1.81131 -6.00798  0.000
49 C -1.46696 -2.63212 -7.13196  0.000
50 C -0.48047 -3.60930 -7.31568  0.000
51 C 0.51925 -3.80694 -6.33470  0.000
52 C 0.55441 -2.98945 -5.20234  0.000
53 S -0.49728 -0.95219 -3.61668  -0.001
54 H -1.22408 -1.48701 -2.49992  0.000
55 H -2.17583 -1.01162 -5.89679  0.000
56 H -2.27705 -2.50433 -7.86159  0.000
57 H -0.51490 -4.26733 -8.18470  0.000
58 H 1.24209 -4.61651 -6.47125  0.000
59 H 1.35052 -3.14714 -4.45478  0.000
60 C -1.94470 2.01303 6.12999  0.031
61 C -0.99344 2.56959 5.26613  -0.008
62 C -0.61021 1.88488 4.11025  0.014
63 C -1.16340 0.61850 3.82488  0.094
64 C -2.12841 0.07953 4.67831  0.017
65 C -2.51226 0.77142 5.83812  0.003
66 As -0.50023 -0.38107 2.24316  0.336
67 C 0.84749 -1.44689 3.22347  0.127
68 C 1.57490 -2.42224 2.49960  0.023
69 C 2.61757 -3.10842 3.12384  -0.015
70 C 2.96512 -2.82023 4.44581  0.074
71 C 2.26133 -1.84796 5.15175  0.001
72 C 1.19265 -1.17647 4.55594  0.012
73 C -1.91972 -1.75331 2.15950  0.078
74 C -1.73727 -3.06680 2.61180  0.033
75 C -2.78676 -3.98872 2.48480  0.000
76 C -3.99868 -3.59998 1.92402  0.061
77 C -4.18564 -2.28743 1.46654  -0.018
78 C -3.13505 -1.36268 1.56766  0.028
79 H -2.24089 2.53925 7.03171  0.001
80 H -0.55113 3.53895 5.50061  0.000
81 H 0.11021 2.34305 3.42637  0.002
82 H -2.57521 -0.87997 4.43665  0.004
83 H -3.25150 0.32649 6.49719  0.002
84 H 1.32465 -2.65345 1.46152  -0.003
85 H 3.16048 -3.88409 2.57747  0.001
86 H 3.77871 -3.35829 4.93366  0.001
87 H 2.52405 -1.60593 6.19387  0.002
88 H 0.61614 -0.43701 5.12150  -0.003
89 H -0.79568 -3.35825 3.06633  0.006
90 H -2.64101 -5.01366 2.84075  0.001
91 H -4.82098 -4.32011 1.84596  0.001
92 H -5.14092 -1.98840 1.03577  0.000
93 H -3.27905 -0.34217 1.20146  0.013

Cartesian forces, eV/Å:
0.86 1.39 1.91
1.11 0.31 0.22
-0.46 0.47 0.17
0.68 0.50 -1.24
0.14 0.05 -0.44
0.02 1.05 0.02
-0.51 -0.27 0.16
0.18 -0.49 -0.01
-0.23 -0.26 0.20
-0.44 0.02 -0.11
-0.27 -0.33 -0.25
-0.07 -0.02 -0.03
0.04 -0.18 0.22
0.21 0.00 -0.07
-0.09 -0.42 0.15
-0.23 0.12 0.38
-0.68 -0.62 0.05
0.40 -0.50 0.33
-0.27 0.26 -0.06
0.02 0.23 0.03
0.15 -0.07 -0.08
-0.40 -0.13 -0.05
0.20 0.06 -0.07
0.02 -0.14 0.35
-0.24 -0.12 -0.14
0.19 0.29 -0.03
-0.28 -0.01 -0.31
0.01 -0.21 0.27
0.02 -0.24 -0.28
0.09 0.22 -0.14
-0.19 0.07 0.23
0.32 -0.12 0.05
-0.22 -0.21 -0.22
-0.07 0.37 -0.14
0.22 -0.09 -0.11
-0.10 0.02 0.35
-0.26 -0.08 -0.15
0.10 -0.09 0.40
0.29 0.36 -0.19
-0.34 -0.25 -0.22
0.10 0.11 0.54
-0.40 0.26 -0.24
0.50 -0.16 -0.21
-0.23 -0.16 0.31
0.12 -0.26 -0.04
0.26 0.78 -0.35
-0.07 -0.86 -1.13
0.14 -0.08 0.40
0.12 0.04 -0.17
0.01 -0.11 0.78
-0.52 0.45 -0.34
-0.09 -0.12 0.47
-0.09 -0.50 0.10
0.20 -0.74 -1.56
0.12 -0.34 0.04
0.52 -0.04 0.27
0.03 0.25 0.21
-0.15 0.46 0.12
-0.59 0.18 -0.36
0.11 -0.25 -0.24
0.06 -0.18 -0.13
-0.13 -0.08 0.11
0.19 1.16 -0.42
-0.24 0.01 -0.02
0.37 -0.09 -0.52
-0.51 -1.77 3.12
0.44 0.14 -1.01
0.28 0.08 0.31
-0.26 -0.18 -0.37
0.02 0.02 -0.01
-0.43 0.28 0.44
0.06 0.41 0.08
0.12 0.42 -0.84
-0.25 -0.26 -0.26
0.58 0.18 0.28
-0.38 0.15 -0.16
0.44 0.26 0.15
-0.46 -0.54 -0.19
0.04 -0.01 -0.14
-0.12 -0.28 -0.11
-0.19 -0.14 0.25
-0.01 0.12 0.20
0.12 0.08 -0.07
0.07 0.11 0.25
-0.19 0.27 0.17
-0.18 0.17 -0.21
-0.16 -0.24 -0.62
0.40 -0.30 -0.16
-0.22 -0.05 -0.06
-0.11 0.43 -0.10
0.38 0.30 0.00
0.25 -0.07 0.13
0.02 -0.23 0.17

Calculated values
E_HOMO (spin up / spin down) ... -0.60461 / -0.60185 Ha
LUMO energy (spin up / spin down) ... -8.479 / -11.852 eV
Total charge ... +3
2S+1 ... 2
DFT total energy ... -6180.5566 Ha


# 4
Below is one molecule with the formula C5H6O, with properties calculated with ωB97M-V/def2-TZVPD.

Last column: Löwdin charge in e.
Cartesian coordinates (Å):
1 C -0.72538 1.57609 1.39328  0.126
2 C -1.16308 0.82332 0.56052  -0.139
3 C -1.20882 -0.16838 -0.51662  -0.128
4 C 0.27521 -0.16464 -0.91219  -0.462
5 C 1.25918 -0.83086 0.02931  -0.018
6 O 0.64431 0.45775 -1.87840  0.087
7 H -0.28586 2.24664 2.09623  0.035
8 H -1.56768 -1.13417 -0.14383  0.120
9 H -1.80379 0.13036 -1.38320  0.120
10 H 1.92508 -1.46444 -0.56147  0.087
11 H 0.77973 -1.41736 0.81725  0.082
12 H 1.87109 -0.05431 0.49912  0.091

Cartesian forces, eV/Å:
-0.26 -0.22 -0.30
0.32 0.35 0.49
-0.01 0.03 -0.04
0.22 0.07 -0.28
0.05 -0.06 0.01
-0.13 -0.37 0.16
-0.27 -0.02 0.01
0.17 0.11 -0.06
0.04 0.10 0.22
-0.07 0.05 0.07
0.02 0.09 -0.16
-0.10 -0.12 -0.11

Calculated values
E_HOMO ... -0.35394 Ha
LUMO energy ... 0.860 eV
Structure (SMILES) ... C#CCC(C)=O
2S+1 ... 1
DFT total energy ... -269.2800 Ha


# 5
Below is a 2-piece molecular cluster, C3H10NS overall in a non-equilibrium geometry, with properties calculated with ωB97M-V/def2-TZVPD.

Last column: Löwdin charge in e.
Cartesian coordinates (Å):
1 C -2.43850 0.15999 1.02544  -0.752
2 S -2.00218 0.62307 -0.67899  0.058
3 H -2.49929 1.04512 1.65996  -0.022
4 H -3.43443 -0.31100 1.04342  -0.026
5 H -1.87459 -0.62391 1.52476  -0.019
6 C 1.19128 0.59413 0.52128  -0.228
7 N 1.06962 -0.70249 -0.07462  -0.196
8 C 1.50214 -0.69808 -1.48352  -0.169
9 H 0.32325 0.74707 1.16930  0.048
10 H 2.08428 0.92674 1.04986  0.051
11 H 1.13655 1.39559 -0.23102  0.050
12 H 0.11589 -1.03495 -0.10269  0.026
13 H 1.20189 0.23901 -1.96374  0.059
14 H 1.03512 -1.54468 -1.96687  0.062
15 H 2.58894 -0.81561 -1.49256  0.058

Cartesian forces, eV/Å:
-1.15 -0.22 -0.11
0.06 -0.21 -0.13
0.13 -0.05 0.23
-0.11 0.36 -0.08
0.88 0.06 0.01
-1.21 1.40 -0.07
1.14 -0.80 -0.76
0.15 -0.03 1.26
0.24 0.15 0.05
0.61 -1.14 0.40
-0.50 -0.08 -0.17
-0.32 0.72 0.36
0.00 -0.08 -0.25
0.01 -0.16 -0.36
0.06 0.09 -0.38

Calculated values
E_HOMO ... -0.08269 Ha
LUMO energy ... 4.193 eV
Total charge ... -1
2S+1 ... 1
DFT total energy ... -573.2325 Ha


Which of these has the highest 2S+1?
C35H52AsP3SYb


What is the formula in the fifth record?
C3H10NS


Among the records above, which one has the highest 2S+1?
C35H52AsP3SYb


2S+1 of number 5 (C3H10NS)?
1